{"formula": "C9H12N2O2", "method": "ωB97M-V/def2-TZVPD", "species": ["O", "O", "C", "C", "C", "C", "C", "C", "N", "N", "C", "C", "C", "H", "H", "H", "H", "H", "H", "H", "H", "H", "H", "H", "H"], "positions_angstrom": [[0.360, -1.780, 1.096], [2.961, 0.216, -1.963], [0.548, -0.909, 0.283], [1.888, -0.013, -1.438], [-0.843, 0.571, 2.908], [-0.413, 0.583, -1.388], [-1.791, 0.541, 1.926], [-0.622, -0.136, -0.184], [0.845, 0.730, -1.883], [1.760, -0.988, -0.444], [-1.590, 1.334, -1.955], [-1.927, -0.249, 0.583], [2.877, -1.623, 0.163], [-1.235, 1.062, 3.868], [0.040, 0.044, 2.989], [-2.676, 1.079, 2.261], [1.032, 1.693, -2.223], [-2.176, 1.967, -1.259], [-1.273, 2.054, -2.726], [-2.233, 0.582, -2.475], [-2.071, -1.272, 0.828], [-2.812, 0.089, 0.133], [2.995, -1.258, 1.138], [3.705, -1.658, -0.461], [2.653, -2.658, 0.224]], "nbo_charge": [-0.607, -0.628, 0.633, 0.781, -0.391, 0.265, -0.166, -0.157, -0.608, -0.435, -0.670, -0.471, -0.407, 0.196, 0.200, 0.191, 0.430, 0.243, 0.218, 0.244, 0.249, 0.223, 0.209, 0.239, 0.217], "total_charge": 0, "e_homo_ev": -8.6, "e_above_lowest_kcal_mol": 14.8, "fmax_ha_per_bohr": 0.1072, "gap_ev": 9.125}



{"formula": "C14H50O18", "method": "ωB97M-V/def2-TZVPD", "species": ["O", "H", "H", "O", "H", "H", "O", "H", "H", "O", "H", "H", "C", "C", "O", "O", "H", "H", "H", "H", "H", "H", "C", "C", "O", "O", "H", "H", "H", "H", "H", "H", "C", "C", "O", "O", "H", "H", "H", "H", "H", "H", "C", "C", "O", "O", "H", "H", "H", "H", "H", "H", "C", "C", "O", "O", "H", "H", "H", "H", "H", "H", "C", "C", "O", "O", "H", "H", "H", "H", "H", "H", "C", "C", "O", "O", "H", "H", "H", "H", "H", "H"], "positions_angstrom": [[-22.830, 21.981, 7.620], [-22.547, 22.237, 6.747], [-23.722, 21.659, 7.475], [-19.991, 19.979, 10.140], [-19.243, 19.412, 10.058], [-20.159, 20.167, 11.086], [-20.514, 20.095, 12.983], [-21.109, 20.297, 13.718], [-20.658, 19.124, 12.871], [-22.752, 20.507, 9.842], [-22.938, 21.045, 9.102], [-21.842, 20.309, 9.803], [-20.455, 25.662, 6.686], [-19.869, 26.985, 6.191], [-19.403, 26.832, 4.885], [-20.789, 25.689, 8.061], [-19.777, 24.848, 6.528], [-21.329, 25.462, 6.072], [-19.071, 27.352, 6.862], [-20.570, 27.818, 6.267], [-20.142, 26.590, 4.282], [-21.667, 25.420, 8.158], [-23.162, 23.595, 11.356], [-22.312, 23.903, 10.104], [-23.167, 24.293, 9.047], [-22.340, 22.876, 12.269], [-24.085, 23.037, 11.179], [-23.405, 24.598, 11.827], [-21.701, 22.973, 9.822], [-21.537, 24.624, 10.330], [-23.339, 23.521, 8.524], [-22.199, 22.009, 11.878], [-23.570, 20.409, 14.577], [-23.672, 19.915, 13.086], [-25.024, 19.613, 12.900], [-22.224, 20.432, 14.985], [-24.106, 19.822, 15.236], [-24.035, 21.347, 14.497], [-23.085, 19.074, 12.787], [-23.471, 20.725, 12.330], [-25.228, 18.958, 13.589], [-22.230, 20.850, 15.834], [-19.530, 24.052, 14.016], [-19.069, 23.550, 12.666], [-18.842, 22.226, 12.818], [-20.729, 23.281, 14.395], [-19.729, 25.154, 13.956], [-18.823, 24.043, 14.891], [-18.119, 23.991, 12.275], [-19.838, 23.956, 11.948], [-19.639, 21.682, 12.813], [-21.469, 23.497, 13.744], [-17.373, 27.058, 10.918], [-18.627, 26.529, 10.126], [-18.185, 25.811, 8.977], [-16.535, 26.020, 11.169], [-17.525, 27.566, 11.826], [-16.877, 27.809, 10.332], [-19.218, 27.313, 9.721], [-19.231, 25.769, 10.668], [-18.928, 25.645, 8.412], [-15.625, 26.207, 10.906], [-18.686, 21.337, 7.268], [-19.237, 22.584, 7.993], [-18.965, 22.432, 9.396], [-18.972, 21.178, 5.942], [-18.999, 20.440, 7.756], [-17.603, 21.350, 7.482], [-20.356, 22.644, 7.732], [-18.815, 23.492, 7.608], [-19.376, 21.568, 9.716], [-19.916, 20.991, 5.875], [-23.188, 22.792, 4.382], [-23.884, 24.075, 4.700], [-25.121, 24.030, 3.962], [-22.046, 22.756, 5.230], [-22.906, 22.731, 3.359], [-23.861, 21.909, 4.561], [-23.318, 24.964, 4.596], [-24.097, 23.983, 5.779], [-25.262, 23.169, 3.615], [-21.258, 22.995, 4.715]], "mulliken_charge": [-0.593, 0.157, 0.303, -0.680, 0.259, 0.317, -0.863, 0.229, 0.324, -0.508, 0.400, 0.382, 0.382, -0.608, -0.560, -0.533, 0.240, -0.105, 0.260, 0.344, 0.324, 0.296, -0.595, 0.925, -0.720, 0.023, 0.203, 0.315, -0.303, -0.119, 0.462, -0.195, -0.540, -0.172, -0.565, -0.557, 0.620, 0.344, 0.264, -0.007, 0.322, 0.278, -0.665, 0.892, -0.608, -0.521, 0.281, 0.247, 0.387, -0.697, 0.422, 0.385, -0.859, 0.572, -0.545, -0.478, 0.350, 0.456, 0.354, -0.440, 0.206, 0.285, -0.814, 0.835, -0.376, -0.575, 0.419, 0.335, -0.268, 0.145, 0.324, 0.305, -1.007, 0.115, -0.555, -0.576, 0.532, 0.378, 0.209, 0.143, 0.331, 0.328], "total_charge": 0, "e_homo_ev": -8.8, "e_above_lowest_kcal_mol": 66.6, "fmax_ha_per_bohr": 0.0744, "gap_ev": 8.734}



{"formula": "C6H9NO", "method": "ωB97M-V/def2-TZVPD", "species": ["C", "C", "C", "C", "C", "C", "H", "H", "H", "H", "H", "H", "H", "H", "H", "N", "O"], "positions_angstrom": [[1.163, 3.003, -0.088], [-1.030, -0.571, 0.956], [-0.766, -1.912, 1.272], [-0.541, -2.804, 0.202], [-0.036, -2.171, -1.000], [-0.064, -0.694, -1.118], [-0.180, 1.669, 0.035], [0.852, 4.208, 0.076], [1.597, 2.277, 0.811], [2.115, 3.043, -0.917], [-1.251, 0.321, 1.613], [-1.321, -2.276, 2.099], [-0.514, -3.857, 0.274], [0.312, -2.811, -1.608], [0.278, -0.108, -1.979], [-0.550, 0.070, -0.152], [-0.064, 2.615, -0.474]], "nbo_charge": [-0.240, 0.037, -0.264, -0.142, -0.224, 0.068, 0.498, 0.170, 0.149, 0.130, 0.216, 0.220, 0.219, 0.193, 0.217, -0.470, -0.777], "total_charge": 0, "e_homo_ev": -8.7, "e_above_lowest_kcal_mol": 94.4, "fmax_ha_per_bohr": 0.1742, "gap_ev": 8.994}



{"formula": "C4H9N", "method": "ωB97M-V/def2-TZVPD", "species": ["C", "C", "C", "C", "N", "H", "H", "H", "H", "H", "H", "H", "H", "H"], "positions_angstrom": [[-1.309, -1.445, -0.894], [-1.059, -0.036, -0.388], [0.404, 0.250, -0.133], [0.811, 0.875, 0.978], [2.176, 1.052, 1.245], [-1.900, -2.076, -0.227], [-0.429, -2.049, -1.103], [-1.934, -1.401, -1.791], [-1.455, 0.750, -1.066], [-1.709, 0.236, 0.437], [1.070, -0.047, -0.932], [0.067, 1.276, 1.650], [2.550, 1.771, 1.813], [2.717, 0.843, 0.412]], "nbo_charge": [-0.615, -0.433, -0.290, 0.003, -0.826, 0.209, 0.210, 0.207, 0.197, 0.206, 0.187, 0.192, 0.381, 0.371], "total_charge": 0, "e_homo_ev": -7.8, "e_above_lowest_kcal_mol": 16.0, "fmax_ha_per_bohr": 0.0298, "gap_ev": 9.075}



What is the formula in the second record?
C14H50O18